(1)
The following is a quantum chemistry calculation of a structure of composition C23H18F6N5O2Sc in a non-equilibrium geometry, from the OMol25 dataset.

The geometry in XYZ format:
```
55
C23H18F6N5O2Sc | the OMol25 dataset | ωB97M-V with the def2-TZVPD basis set
H 5.195 0.268 -2.920
C 2.715 -1.068 -1.080
C -1.030 2.580 0.225
C -2.638 1.173 -0.728
F 0.976 1.038 5.232
C 3.773 -1.032 -1.956
N 2.424 2.342 -0.033
C -1.357 4.670 1.759
C 4.368 0.200 -2.226
H -1.189 6.369 3.052
O -0.632 0.485 2.107
C -1.600 -0.015 4.281
H 4.127 -1.942 -2.417
C 1.194 2.602 0.237
F -0.214 2.444 4.099
N 0.092 1.923 -0.225
C -2.527 -1.102 -1.138
H -2.439 4.640 1.761
F -0.324 -2.163 3.031
H -2.004 -2.030 -0.953
H 0.971 -3.710 0.674
H -1.319 -0.230 5.311
C -0.649 5.629 2.476
H -4.015 -1.997 -2.378
N 2.209 0.021 -0.473
C 0.087 -3.320 0.155
H 2.553 4.702 1.755
F 1.566 1.577 3.216
H 1.265 6.404 3.045
F 1.069 -1.478 4.521
Sc 0.065 -0.133 0.423
C -3.781 1.264 -1.541
H -2.195 -0.831 3.876
C -3.646 -1.082 -1.937
N -2.251 2.306 -0.067
C 0.763 3.757 1.049
H 2.231 -2.004 -0.841
C 0.742 5.649 2.473
H -2.193 0.896 4.239
C 1.472 4.706 1.756
H -0.793 -3.699 0.685
N -2.005 -0.011 -0.556
H 0.081 -3.746 -0.856
H 4.337 2.294 -1.733
C -0.364 0.175 3.406
C -0.629 3.739 1.047
O 0.097 -1.930 0.111
C 3.897 1.319 -1.584
C 0.505 1.315 4.002
C -4.276 0.142 -2.157
C 2.807 1.212 -0.704
C 0.464 -1.136 3.386
F 1.435 -1.035 2.422
H -5.148 0.199 -2.797
H -4.246 2.232 -1.658
```

HOMO in Eh: -0.3015
LUMO level in eV: -0.38
Charge: 0
Gap between HOMO and LUMO in eV: 7.828
Spin multiplicity: 1

(2)
The following is a quantum chemistry calculation of a structure of composition C23H18I2N7O2S2Tl in a non-equilibrium geometry, from the OMol25 dataset.

The geometry in XYZ format:
```
55
C23H18I2N7O2S2Tl | the OMol25 dataset | ωB97M-V with the def2-TZVPD basis set
H -2.849 -0.597 3.471
C -0.892 -1.378 -1.343
C -1.389 -1.797 4.449
C 2.399 4.130 -1.901
H 3.556 0.416 -2.609
Tl 1.942 -0.049 0.803
C 4.602 -3.478 0.872
C 1.131 4.436 -2.277
H 3.903 -2.811 0.366
N 2.967 0.893 -3.215
H 3.191 4.727 -2.163
C 0.240 2.655 -0.935
N -0.800 -3.883 1.071
H -0.905 3.950 -2.180
I 3.221 -4.224 2.356
H -1.695 -0.339 -3.920
S -2.757 -2.439 -0.045
C -1.111 -2.867 0.280
C -0.849 1.896 -0.290
H -3.015 -0.653 -1.478
C 2.516 3.093 -0.993
C -0.004 -2.035 4.497
C -0.709 -0.124 -3.500
C 0.067 3.674 -1.905
N 1.512 2.401 -0.505
H 0.972 5.229 -2.951
H 4.863 -4.330 0.229
N 1.128 -0.125 -2.088
C -1.829 -0.891 3.507
H 0.363 -2.752 5.202
H -2.217 -2.214 5.101
S 0.507 0.714 -4.418
C -4.673 1.449 -0.560
H 3.443 2.900 -0.440
N 0.311 -0.608 2.675
H -1.455 -4.125 1.791
O -4.890 2.269 -1.409
C 0.796 -1.388 3.589
H 3.322 0.955 -4.132
H 0.174 -4.099 1.168
H 1.866 -1.574 3.623
C -1.448 0.559 1.481
C -0.991 -0.345 2.616
C -2.237 -1.294 -1.159
C -2.750 0.732 1.188
C 1.641 0.450 -3.117
I 6.317 -2.548 1.703
N -0.495 1.154 0.801
H -3.598 0.231 1.701
C -2.165 2.068 -0.695
O -5.265 0.497 -0.038
H -2.410 2.694 -1.592
N -0.218 -2.148 -0.380
C -0.188 -0.567 -2.336
C -3.147 1.510 0.036
```

HOMO in Eh: -0.2810
LUMO level in eV: -0.78
Charge: 0
Gap between HOMO and LUMO in eV: 6.868
Spin multiplicity: 1

(3)
The following is a quantum chemistry calculation of a structure of composition C23H18N6O4V, from the OMol25 dataset.

The geometry in XYZ format:
```
52
C23H18N6O4V | the OMol25 dataset | ωB97M-V with the def2-TZVPD basis set
C 1.796 -5.533 -0.378
H 0.799 1.004 3.418
H -3.786 1.862 -3.532
C 1.411 1.405 1.399
H -5.692 1.757 0.309
H 0.487 -1.451 2.567
C 2.300 3.017 0.188
O 2.305 -0.902 -0.037
C 2.849 4.332 -1.686
C -1.978 0.283 1.412
C 3.078 -1.952 -0.075
H -1.679 0.966 -2.588
H -3.841 0.709 2.303
H 2.096 -0.019 2.788
C -3.718 1.639 -2.476
O -1.335 -2.079 -0.080
C 2.085 3.485 -2.501
N 0.991 1.172 0.187
O -2.314 -4.098 -0.121
C -1.347 -3.381 -0.149
C 1.417 2.395 -1.983
H 0.835 1.738 -2.616
O 4.282 -1.965 -0.049
C 1.531 2.166 -0.616
H -1.278 0.247 3.444
C 0.058 -3.923 -0.208
H -0.325 -6.008 -0.394
C -3.635 1.090 0.205
C 2.258 -3.212 -0.177
C -2.508 0.869 -0.595
N -3.259 0.702 1.483
H -5.744 2.248 -2.115
C 1.151 0.466 2.534
H 2.128 -6.558 -0.476
H 3.568 4.769 0.296
C -4.840 1.861 -1.665
C 2.727 -4.505 -0.300
H 2.654 2.853 2.294
V 0.292 -0.898 0.008
C 0.437 -5.245 -0.332
C -2.540 1.144 -1.958
H 3.358 5.173 -2.136
H -1.677 -1.324 2.735
C -1.219 -0.354 2.532
N 0.187 -0.585 2.130
H 2.025 3.694 -3.560
N 2.201 2.497 1.470
C 2.972 4.116 -0.328
C -4.822 1.592 -0.311
N -1.493 0.365 0.205
N 0.956 -2.946 -0.129
H 3.793 -4.678 -0.334
```

HOMO (spin up / spin down) in Eh: -0.4277 / -0.4278
LUMO level (spin up / spin down) in eV: -3.19 / -3.11
Charge: +1
Gap between HOMO and LUMO (spin up / spin down) in eV: 8.446 / 8.533
Expectation value of S²: 2.0140
Spin multiplicity: 3

(4)
The following is a quantum chemistry calculation of a cluster of 2 separate species, C23H19F2 in total in a non-equilibrium geometry, from the OMol25 dataset.

The geometry in XYZ format:
```
44
C23H19F2 | the OMol25 dataset | ωB97M-V with the def2-TZVPD basis set
H -4.797 1.186 4.263
H -4.531 1.343 7.292
C -2.267 4.714 6.768
H 2.936 1.415 2.571
H -6.223 -0.605 3.468
H -7.535 -2.637 3.882
C -7.184 -2.622 5.984
H -2.260 -1.828 2.533
C -3.018 3.144 8.426
H -1.125 6.357 7.502
H -2.216 5.039 5.745
C -2.446 -0.775 2.546
C -5.692 -0.311 5.526
C 0.887 0.839 2.567
C -3.591 2.760 6.053
C -7.056 -2.128 4.701
H -5.363 -0.376 7.662
C -4.353 1.635 6.275
C -2.966 3.534 7.080
C -0.033 -0.208 2.565
F -2.459 3.474 10.700
C -6.573 -1.979 7.047
H 0.521 1.852 2.567
F -6.687 -2.467 8.305
H -0.235 -2.344 2.562
C 1.810 -1.763 2.566
C 0.453 -1.516 2.564
H 2.173 -2.779 2.565
C -6.320 -0.990 4.469
H -1.244 5.604 9.853
H -3.527 2.246 8.718
C -1.656 5.453 7.754
H -3.452 3.073 5.034
C -1.462 0.110 2.563
H -7.753 -3.512 6.184
C -2.402 3.884 9.410
C 2.703 -0.710 2.568
H -3.475 -0.475 2.543
H 3.762 -0.902 2.569
C 2.241 0.591 2.569
C -1.720 5.041 9.070
C -5.838 -0.839 6.819
H -1.712 1.158 2.571
C -4.930 0.872 5.283
```

HOMO in Eh: -0.3945
LUMO level in eV: -6.09
Charge: +1
Gap between HOMO and LUMO in eV: 4.643
Spin multiplicity: 1

(5)
The following is a quantum chemistry calculation of a structure of composition C23H19IrN4O10S2Se2 in a non-equilibrium geometry, from the OMol25 dataset.

The geometry in XYZ format:
```
61
C23H19IrN4O10S2Se2 | the OMol25 dataset | ωB97M-V with the def2-TZVPD basis set
H 1.165 3.795 3.164
O 0.357 -2.218 0.695
H -4.224 1.307 -1.175
C -3.418 0.969 -1.808
H -4.373 -5.223 2.530
C -1.316 0.181 -3.341
C 4.857 -0.533 -1.014
H 1.887 -1.430 2.692
O -2.015 0.364 3.482
C 1.255 2.874 -1.232
H -1.867 1.753 -0.545
C 1.152 2.434 0.901
N 1.139 1.886 -0.375
H 1.542 -0.036 3.820
N 1.318 4.060 -0.599
O -0.756 -4.009 -0.505
O -1.616 -1.736 -0.664
O 1.235 4.766 2.971
H 1.398 4.989 -0.984
S -0.900 -2.726 0.149
C 3.766 -2.003 -2.555
C 1.260 -0.553 2.889
Se 0.849 -2.202 -2.510
C 1.242 3.847 0.771
C 1.303 4.983 1.648
H 3.763 -2.739 -3.345
H 5.746 -0.130 -0.558
H -4.855 -3.392 4.127
O 1.420 6.119 1.192
N 2.491 -0.585 -1.112
O 1.387 0.297 1.822
S -1.402 -0.460 2.480
N -1.066 0.782 -2.170
H -3.503 -1.298 4.040
C -2.319 -1.968 2.414
C 1.375 2.715 -2.699
Ir 0.216 -0.239 -0.647
C -2.107 1.210 -1.449
C -2.778 -4.158 1.566
H -4.692 0.029 -3.263
C 2.543 -1.544 -2.048
H 3.486 0.651 0.165
H 5.891 -1.830 -2.384
C -3.675 0.272 -2.984
O -1.228 0.209 1.225
C -3.791 -4.313 2.504
O 1.170 2.091 3.241
C -4.060 -3.283 3.404
C -2.042 -2.987 1.516
C 4.929 -1.489 -2.028
H -2.744 -0.616 -4.711
O -0.048 -1.068 3.076
H 1.737 1.713 -2.909
H 0.408 2.819 -3.185
Se 0.127 -0.213 -4.479
C -2.608 -0.097 -3.774
C -3.320 -2.119 3.367
H -2.546 -4.924 0.841
H 2.057 3.449 -3.117
C 1.191 1.661 2.076
C 3.609 -0.103 -0.599
```

HOMO (spin up / spin down) in Eh: -0.0939 / -0.1941
LUMO level (spin up / spin down) in eV: 2.29 / 1.44
Charge: -1
Gap between HOMO and LUMO (spin up / spin down) in eV: 4.843 / 6.724
Expectation value of S²: 8.7888
Spin multiplicity: 6

(6)
The following is a quantum chemistry calculation of a structure of composition C23H19IrN7OS2, from the OMol25 dataset.

The geometry in XYZ format:
```
53
C23H19IrN7OS2 | the OMol25 dataset | ωB97M-V with the def2-TZVPD basis set
N -3.782 2.434 2.669
C -1.517 -0.638 -3.203
H 0.447 -1.071 -3.990
C -0.225 -1.420 -3.201
S 0.774 1.821 -2.223
C 0.596 -3.262 2.423
C 1.071 -3.247 1.127
H -2.019 -1.095 -5.223
C 5.113 -0.515 1.870
C 5.195 0.208 0.700
H 6.021 -0.814 2.375
H 6.154 0.486 0.283
C -3.505 0.145 -4.286
H 0.708 3.029 0.285
C -3.847 0.801 -3.112
C -0.234 2.895 0.790
H -4.752 1.385 -3.031
H -4.394 1.664 2.475
H -4.102 3.173 3.270
H -4.142 0.204 -5.157
Ir -0.226 0.244 -0.758
C 2.100 1.349 -1.221
H -0.458 -2.468 -3.423
H -2.667 0.729 0.911
H -0.169 4.729 1.895
C -2.109 1.630 1.134
C -2.992 0.714 -2.036
C -2.598 2.591 2.033
C 4.009 0.567 0.070
C 0.821 -2.405 -1.252
H 1.742 -0.588 2.305
C 3.872 -0.834 2.435
S 3.801 1.505 -1.389
C -2.328 -0.575 -4.326
H -1.446 -0.589 2.174
C 0.546 -2.325 0.244
N -1.854 0.004 -2.065
C -0.761 -1.376 1.890
C -0.736 3.831 1.680
H -3.206 1.238 -1.117
H 1.801 -3.950 0.752
H 3.843 -1.369 3.375
N -0.325 -1.370 0.629
O 1.282 -3.415 -1.749
H 0.968 -3.981 3.140
N 0.304 -1.331 -1.867
C 2.769 0.213 0.609
H -0.760 -2.309 3.806
N -0.937 1.789 0.524
C -0.353 -2.323 2.805
N 1.704 0.665 -0.162
N -1.896 3.694 2.299
C 2.698 -0.470 1.815
```

HOMO in Eh: -0.4000
LUMO level in eV: -2.92
Charge: +1
Gap between HOMO and LUMO in eV: 7.968
Spin multiplicity: 1

How do the records compare in total energy? In the order shown, they have -2671.7016; -2985.3084; -2460.7737; -1087.2643; -7562.8713; -2247.0393 Ha.
How do the records compare in energy relative to the best compared isomer or geometry (same formula, charge and spin)? In the order shown, they have 0.0; 0.9; 0.5; 8.3; 17.5; 0.0 kcal/mol.